Molecular formula: C3H4N2O
Method: DFT, ωB97M-V with the def2-TZVPD basis set

```
10
Properties=species:S:1:pos:R:3:lowdin_charge:R:1
O -0.20 1.22 0.25 -0.038
N -1.53 0.06 1.73 0.092
N 0.47 0.89 -0.95 -0.032
C 0.74 -0.49 -1.08 -0.078
C -0.52 0.01 0.81 -0.343
C 0.01 -1.11 -0.10 0.014
H 1.27 -0.77 -1.91 0.095
H 1.39 1.43 -0.70 0.183
H -1.81 0.97 1.98 -0.002
H 0.17 -2.21 -0.03 0.109
```

Gap between HOMO and LUMO (eV): 9.2
E_tot (eV): -8199.7921
LUMO (eV): 0.6

***

Molecular formula: C3H4N2O
Method: DFT, ωB97M-V with the def2-TZVPD basis set

```
10
Properties=species:S:1:pos:R:3:lowdin_charge:R:1
O 1.13 1.34 -0.84 0.180
N -1.52 -0.78 -0.31 -0.036
N -0.77 0.16 -0.92 -0.033
C -0.91 -1.07 0.85 -0.212
C 0.25 0.39 -0.12 -0.388
C 0.28 -0.34 1.05 -0.042
H 1.09 2.24 -0.46 0.178
H 0.51 1.32 -1.65 0.178
H -1.35 -1.81 1.51 0.088
H 0.98 -0.37 1.87 0.087
```

Gap between HOMO and LUMO (eV): 8.4
E_tot (eV): -8199.7469
LUMO (eV): -0.4

***

Molecular formula: C3H4N2O
Method: DFT, ωB97M-V with the def2-TZVPD basis set

```
10
Properties=species:S:1:pos:R:3:lowdin_charge:R:1
O 1.95 -1.20 0.21 -0.010
N -0.83 -1.36 0.10 0.191
N -1.84 -0.23 -0.07 0.096
C 0.63 0.72 -0.04 -0.049
C -0.40 -0.16 0.00 -0.389
C 1.89 0.02 0.09 -0.329
H 0.51 1.79 -0.14 0.086
H 2.81 0.63 0.07 0.109
H -2.32 -0.20 -0.96 0.147
H -2.40 -0.01 0.75 0.148
```

Gap between HOMO and LUMO (eV): 8.6
E_tot (eV): -8199.8529
LUMO (eV): 0.3

***

Molecular formula: C3H4N2O
Method: DFT, ωB97M-V with the def2-TZVPD basis set

```
10
Properties=species:S:1:pos:R:3:lowdin_charge:R:1
O 0.21 1.44 -0.53 -0.043
N 1.05 0.23 -0.38 0.048
N -1.30 -0.23 -0.52 0.115
C 0.76 -0.50 0.98 -0.035
C 0.00 -0.77 -0.24 -0.358
C -1.07 1.00 -0.68 -0.215
H 0.29 -1.68 -0.76 0.138
H 0.55 0.16 1.81 0.106
H -1.84 1.73 -0.96 0.138
H 1.36 -1.38 1.28 0.106
```

Gap between HOMO and LUMO (eV): 10.3
E_tot (eV): -8199.9651
LUMO (eV): 1.1